1.
Here is a 4-piece molecular cluster, C30H41N6O8 overall at a distorted geometry from the Open Molecules 2025 dataset. Energies are from ωB97M-V/def2-TZVPD.

Values from the calculation:
Largest force on an atom: 2.0 eV Å⁻¹
2S+1: 1
Charge: +1
E: -57082.086 eV
Frontier orbital gap: 0.3313 hartree

Last column: Löwdin charge in e.
Geometry (Å):
C1 -5.83653 -0.25917 0.67843  -0.09
C2 -5.04965 -1.03796 1.73684  -0.24
C3 -3.57314 -1.23950 1.38608  -0.17
C4 -3.34542 -2.11891 0.15927  -0.29
C5 -3.84413 -3.56172 0.38530  -0.01
N1 -1.90999 -2.17326 -0.29172  0.06
C6 -0.99441 -1.61909 0.57119  -0.37
N2 -0.44706 -2.43021 1.46089  0.28
N3 -0.64429 -0.31182 0.55990  0.15
C7 -0.98562 0.55061 -0.61255  -0.12
C8 -1.94249 -0.09888 -1.60973  -0.07
C9 -1.67939 -1.58197 -1.63240  -0.34
O1 -2.43611 -2.25912 -2.57337  -0.06
C10 -1.70596 -2.99822 -3.54645  -0.13
C11 -1.18308 -4.33121 -3.02200  -0.39
C12 0.15198 -4.26941 -2.28224  -0.03
O2 -2.11934 -4.95452 -2.16185  -0.02
H1 -5.61704 -0.57977 -0.33620  0.06
H2 -5.62162 0.80178 0.77936  0.08
H3 -6.90190 -0.39229 0.84186  0.08
H4 -5.53783 -1.97022 2.00336  0.10
H5 -5.05246 -0.43155 2.64181  0.11
H6 -3.07134 -1.67245 2.25223  0.12
H7 -3.16933 -0.23908 1.21704  0.11
H8 -3.92669 -1.71401 -0.66177  0.12
H9 -4.46882 -3.88137 -0.44528  0.08
H10 -3.00220 -4.23968 0.45791  0.07
H11 -4.45246 -3.64308 1.27945  0.07
H12 -0.45647 -3.41175 1.24752  0.14
H13 -0.03673 -2.04489 2.30873  0.09
H14 0.34959 -0.25990 0.75593  0.14
H15 -1.45367 1.45413 -0.22998  0.12
H16 -0.06689 0.85557 -1.10193  0.11
H17 -2.98472 0.13737 -1.41298  0.12
H18 -1.73357 0.30189 -2.60051  0.14
H19 -0.61178 -1.71630 -1.83408  0.15
H20 -0.90897 -2.39329 -3.98050  0.13
H21 -2.42548 -3.19053 -4.33902  0.14
H22 -1.04479 -4.96594 -3.90206  0.14
H23 0.78547 -5.12028 -2.50653  0.08
H24 0.71109 -3.36362 -2.50866  0.07
H25 -0.05087 -4.29074 -1.21250  0.07
H26 -3.00012 -4.63231 -2.36081  0.09
C13 2.90471 3.63886 4.15833  -0.05
C14 3.43155 2.50410 3.55675  -0.05
C15 2.66179 1.35772 3.45812  0.00
C16 1.37557 1.38046 3.96690  -0.15
C17 0.83059 2.50298 4.56963  0.00
C18 1.61039 3.63860 4.66482  -0.06
N4 0.55868 0.17488 3.86644  -0.33
O3 1.07069 -0.83703 3.38817  0.01
O4 -0.57872 0.20204 4.27360  0.10
H27 3.50714 4.53427 4.23118  0.11
H28 4.43651 2.51393 3.16668  0.10
H29 3.05888 0.46906 3.00067  0.09
H30 -0.17466 2.48838 4.96266  0.12
H31 1.20891 4.52610 5.13275  0.11
C19 -0.51235 5.59216 -3.44959  -0.06
C20 -0.84750 6.28748 -2.29581  -0.05
C21 -0.50388 5.78082 -1.05317  0.00
C22 0.17355 4.57750 -0.99217  -0.15
C23 0.51617 3.86790 -2.12931  -0.02
C24 0.16706 4.38342 -3.36612  -0.06
N5 0.55026 4.04293 0.32490  -0.35
O5 0.23737 4.67943 1.30330  0.10
O6 1.14799 2.98059 0.35736  0.04
H32 -0.77670 5.99568 -4.41747  0.11
H33 -1.37431 7.22865 -2.36282  0.11
H34 -0.75872 6.31392 -0.14981  0.12
H35 1.05710 2.93649 -2.05308  0.11
H36 0.43209 3.84666 -4.26633  0.11
C25 4.87960 -1.70127 -2.14981  -0.07
C26 6.22972 -1.53006 -1.87881  -0.05
C27 6.63148 -0.92750 -0.69717  0.01
C28 5.66499 -0.50852 0.19611  -0.14
C29 4.31453 -0.66324 -0.05520  0.00
C30 3.92483 -1.26541 -1.23984  -0.07
N6 6.08553 0.11853 1.46001  -0.33
O7 7.26678 0.27565 1.64842  0.11
O8 5.20783 0.44271 2.23961  0.05
H37 4.57165 -2.17683 -3.07137  0.11
H38 6.97271 -1.86832 -2.58682  0.11
H39 7.67902 -0.78942 -0.47557  0.13
H40 3.58326 -0.31814 0.66117  0.11
H41 2.87215 -1.39948 -1.45530  0.09

2.
Here is C30H42BrCrN4 as an isolated structure from the Open Molecules 2025 dataset. Energies are from ωB97M-V/def2-TZVPD.

Values from the calculation:
Largest force on an atom: 0.4 eV Å⁻¹
⟨S²⟩: 6.16
2S+1: 5
Charge: -1
E: -136218.137 eV
Frontier orbital gap (spin up / spin down): 0.2405 / 0.2503 hartree

Last column: Löwdin spin population.
Geometry (Å):
Cr1 -0.31477 -0.56985 0.03511  3.17
C1 -1.21325 -2.95241 -3.83647  0.70
C2 -0.74622 -2.07738 -2.72873  0.10
N1 -1.54183 -2.04578 -1.46984  0.08
C3 -2.92323 -1.52973 -1.61353  0.01
C4 -3.99207 -2.62693 -1.55347  0.00
N2 -3.47957 -3.83313 -2.18622  0.03
C5 -2.42299 -4.42855 -1.37355  0.01
C6 -1.55215 -3.32326 -0.74361  0.01
H1 -0.91670 -3.99089 -3.89720  0.04
H2 -1.96864 -2.60618 -4.52789  0.04
H3 -0.70479 -1.04193 -3.07288  0.01
H4 0.26399 -2.35671 -2.41401  0.01
H5 -2.98323 -0.99664 -2.56083  0.00
H6 -3.10550 -0.81946 -0.80484  0.00
H7 -4.87977 -2.29207 -2.09317  0.00
H8 -4.28912 -2.79482 -0.50642  0.00
H9 -4.21661 -4.50181 -2.35949  0.00
H10 -1.82527 -5.09167 -2.00287  0.00
H11 -2.82837 -5.03463 -0.54891  0.00
H12 -0.52525 -3.66530 -0.63258  0.00
H13 -1.91408 -3.10323 0.26251  0.00
C7 -0.08784 2.14014 -5.83296  0.00
C8 -0.65336 1.86039 -4.46277  0.00
C9 -2.02230 1.90843 -4.24566  0.00
C10 -2.53075 1.67615 -2.96691  0.00
C11 -4.01863 1.71737 -2.72252  0.00
C12 -1.66394 1.40324 -1.92345  0.01
C13 -0.26416 1.31673 -2.11213  0.01
C14 0.20822 1.56103 -3.41573  0.00
N3 0.49667 0.92231 -1.03513  0.00
C15 1.87194 1.41230 -0.86219  0.01
C16 2.05029 2.88232 -1.28809  0.00
C17 3.48347 3.36059 -1.02048  0.00
C18 4.47080 2.47365 -1.78760  0.00
C19 4.33042 1.02182 -1.31809  0.00
C20 4.61291 0.93664 0.18451  0.00
C21 3.62299 1.83202 0.93765  0.00
C22 3.79086 3.28119 0.47638  0.00
C23 2.19397 1.36847 0.64367  0.01
C24 2.90372 0.53396 -1.59139  0.00
H14 -0.81537 1.92075 -6.61562  0.00
H15 0.80641 1.54382 -6.01995  0.00
H16 0.19294 3.19263 -5.92657  0.00
H17 -2.69411 2.12515 -5.07099  0.00
H18 -4.43240 2.69713 -2.97152  0.00
H19 -4.24946 1.50546 -1.67821  0.00
H20 -4.53368 0.97863 -3.34276  0.00
H21 -2.03606 1.23050 -0.91774  0.00
H22 1.26454 1.47779 -3.63429  0.00
H23 1.33482 3.49040 -0.72332  0.00
H24 1.82245 3.02433 -2.34463  0.00
H25 3.58429 4.39576 -1.36316  0.00
H26 5.49580 2.82719 -1.62562  0.00
H27 4.26950 2.53682 -2.86309  0.00
H28 5.04100 0.39058 -1.86151  0.00
H29 5.64179 1.25311 0.39411  0.00
H30 4.50563 -0.09827 0.52261  0.00
H31 3.80624 1.75994 2.01356  0.00
H32 4.81238 3.62875 0.67200  0.00
H33 3.10813 3.93274 1.03156  0.00
H34 1.47378 2.00450 1.16459  0.00
H35 2.06164 0.34998 1.01445  0.01
H36 2.78287 -0.49408 -1.24010  0.00
H37 2.71145 0.53643 -2.66846  0.00
N4 -1.63263 -0.36431 1.13319  -0.23
C25 -1.52654 0.18217 2.39519  -0.01
C26 -1.20457 1.53891 2.59279  -0.02
C27 -1.08501 2.07712 3.86537  0.00
C28 -1.29698 1.29174 4.99153  -0.02
C29 -1.64136 -0.04644 4.81582  0.00
C30 -1.76179 -0.59073 3.54986  -0.03
H38 -1.05717 2.15514 1.71324  0.00
H39 -0.82371 3.12353 3.97970  0.00
H40 -1.20029 1.71157 5.98484  0.00
H41 -1.81121 -0.67353 5.68434  0.00
H42 -2.01875 -1.63490 3.41592  0.00
Br1 1.49505 -2.25752 0.71564  0.03